The following is a quantum chemistry calculation of a 3-piece molecular cluster, C13H22NO5 overall, from OMol25.

```
! RIJCOSX wB97M-V def2-TZVPD def2/J DEFGRID3
* xyz 1 1
O 5.49480 -4.77958 -2.62842
C 4.22648 -4.31292 -2.44245
C 3.98383 -2.94780 -2.29791
C 2.69266 -2.48692 -2.12179
C 1.64508 -3.39866 -2.10355
N 1.91709 -4.69408 -2.26841
C 3.15802 -5.18731 -2.42833
H 5.96256 -4.72460 -1.78764
H 4.81664 -2.26238 -2.33089
H 2.51069 -1.43504 -1.98869
H 0.61593 -3.06993 -1.96335
H 1.14134 -5.34279 -2.25530
H 3.29271 -6.24749 -2.54726
O -0.93409 -2.03734 -1.70515
C -1.22903 -1.39546 -0.71873
O -0.25436 -1.09472 0.14115
C -0.47708 -0.26366 1.29832
C -1.00127 -1.06147 2.47247
C -2.65031 -0.99243 -0.43990
H -1.12113 0.57637 1.03850
H 0.49980 0.14981 1.54080
H -1.96868 -1.51395 2.25616
H -1.11231 -0.41666 3.34333
H -0.31144 -1.86855 2.72201
H -3.17049 -1.84441 -0.00328
H -3.12261 -0.74126 -1.38629
H -2.74911 -0.13005 0.21300
O -2.90428 2.46778 0.05834
C -2.34235 3.45978 0.44196
O -1.16803 3.30541 1.07873
C -0.31311 4.38991 1.46394
C -0.73684 5.00969 2.77880
C -2.94269 4.83383 0.28391
H -0.24716 5.12485 0.66069
H 0.67370 3.94223 1.56725
H -1.73271 5.44757 2.71801
H -0.03623 5.79138 3.07151
H -0.76012 4.25172 3.56187
H -3.67856 4.98190 1.07275
H -3.44837 4.87290 -0.67761
H -2.21896 5.64435 0.31140
*
```

F_max ... 0.69 eV Å⁻¹
E ... -25559.505 eV
Energy above the lowest of the compared OMol25 structures with the same formula, charge and spin ... 0.0000 eV
HOMO-LUMO gap ... 8.47 eV

=====

The following is a quantum chemistry calculation of C13H23AlF5NO2P2 as an isolated structure at a distorted geometry, from OMol25.

```
! RIJCOSX wB97M-V def2-TZVPD def2/J DEFGRID3
* xyz 2 1
Al -0.09516 0.86355 -0.27301
P -0.40765 -0.36000 -2.19998
C 1.26059 -0.04186 -2.61365
C 2.13673 0.76211 -1.84868
N 1.69067 1.18132 -0.57353
C 2.55020 1.72140 0.36356
C 3.72573 2.25893 -0.07794
C 4.19729 1.90393 -1.35803
C 3.49452 0.95725 -2.10130
C 2.01353 1.80190 1.80001
P 0.99121 0.33408 2.32106
H 3.93241 0.53264 -3.01734
H 4.26060 2.98827 0.57506
H 5.15930 2.29382 -1.68310
H 2.85546 1.87014 2.50423
H 1.38983 2.70647 1.90581
H 2.32679 -3.87133 -2.16877
H 1.77972 -0.90863 -3.01778
H 0.97424 -3.68609 1.77848
O 2.91556 -4.55372 -1.82944
H 3.47360 -4.27589 -0.98367
H -0.15429 -0.22351 0.81900
O 0.03639 -3.88962 2.01260
H -0.28803 -3.15260 1.36257
C 2.34462 -0.78738 2.79929
H 3.05591 -0.21523 3.42451
H 1.90245 -1.66435 3.30110
H 2.81126 -1.13737 1.86464
C 0.26967 0.85829 3.93187
H -0.51037 0.12427 4.21359
H 1.05456 0.86578 4.71507
H -0.20024 1.85857 3.85900
C -1.25271 0.81793 -3.34772
H -0.78097 0.49655 -4.28572
H -2.36030 0.78663 -3.40684
H -0.90248 1.81820 -3.04962
C -1.21593 -2.00596 -2.45142
H -2.23622 -2.06996 -2.03912
H -1.28634 -2.21859 -3.52898
H -0.65650 -2.80835 -1.94789
F -1.20675 2.56538 1.42783
C -1.70831 1.36432 0.85587
F -2.22509 0.73176 1.90803
C -2.79298 1.74307 -0.13809
F -3.80901 2.43780 0.38868
F -2.21259 2.50418 -1.12915
F -3.27859 0.60990 -0.72471
*
```

F_max ... 4.24 eV Å⁻¹
E ... -58182.054 eV
Energy above the lowest of the compared OMol25 structures with the same formula, charge and spin ... 4.5215 eV
HOMO-LUMO gap (alpha / beta) ... 7.73 / 5.03 eV

=====

The following is a quantum chemistry calculation of C13H23AsCl2F6NO4S3Si2TaTe as an isolated structure, from OMol25.

```
! RIJCOSX wB97M-V def2-TZVPD def2/J DEFGRID3
* xyz 2 1
Ta -0.54353 1.54306 -0.24721
F 2.15969 4.97540 0.28645
C 1.13200 5.44163 0.95304
F 1.47225 5.78470 2.17026
F 0.57019 6.43613 0.30711
S -0.14726 4.07406 1.08650
O -1.08023 4.40329 2.10783
O 0.58438 2.79119 1.24055
N -0.72253 3.90716 -0.42640
S -2.33926 3.71841 -0.68895
O -0.72593 1.21373 -1.90213
O -2.51341 2.34979 0.02700
C -3.34978 4.93666 0.41162
F -3.71097 4.38798 1.53491
F -4.40586 5.17821 -0.33669
F -2.64024 6.04495 0.60380
Te -1.87917 -0.67279 0.91445
C -3.05976 -1.38271 -0.62688
C -3.82382 -2.51153 -0.47131
C -4.60113 -2.78258 -1.62098
C -4.39186 -1.86995 -2.61319
S -3.21804 -0.70512 -2.19595
H -3.85516 -3.10602 0.43201
H -5.29339 -3.60742 -1.70142
H -4.85671 -1.83467 -3.58744
C 0.55514 -3.19051 2.60719
Si 1.45261 -1.60291 2.27538
C 1.03960 -0.21962 3.44805
C 3.27223 -1.84947 2.04453
As 0.56260 -0.84324 0.12619
Si 0.79769 -2.39264 -1.78467
C -0.56941 -3.62896 -1.58749
C 2.49375 -3.06914 -1.44407
C 0.69731 -1.34344 -3.30132
H 0.91863 -3.60574 3.55075
H 0.74381 -3.93620 1.83090
H -0.52248 -3.05045 2.70305
H 1.45999 -0.46242 4.42801
H -0.03156 -0.06779 3.59701
H 1.48992 0.72157 3.12450
H 3.79786 -0.91180 1.88809
H 3.50958 -2.53221 1.22713
H 3.66037 -2.29942 2.96248
H -0.37574 -4.46581 -2.26340
H -1.54008 -3.20193 -1.85376
H -0.62739 -4.03293 -0.57718
H 2.53995 -3.65046 -0.52179
H 3.25187 -2.28323 -1.40878
H 2.76403 -3.74006 -2.26392
H -0.28366 -0.88421 -3.41244
H 0.87049 -1.98734 -4.16905
H 1.45128 -0.55520 -3.31463
Cl 3.69661 1.94669 0.97680
C 3.70469 2.08664 -0.76600
Cl 2.06652 2.04196 -1.53793
H 4.25707 1.25795 -1.19133
H 4.13626 3.03872 -1.04928
*
```

F_max ... 0.66 eV Å⁻¹
E ... -182816.098 eV
Energy above the lowest of the compared OMol25 structures with the same formula, charge and spin ... 0.0000 eV
HOMO-LUMO gap ... 7.51 eV

=====

The following is a quantum chemistry calculation of C13H23AsClCrNO3Se2 as an isolated structure at a distorted geometry, from OMol25.

```
! RIJCOSX wB97M-V def2-TZVPD def2/J DEFGRID3
* xyz 1 4
Cr 0.83974 -0.25394 1.41495
C 0.75654 0.36566 5.00365
Se 1.86244 -0.55564 3.70385
C 1.31544 -2.43224 4.04365
C -0.07746 -2.77004 3.54585
Se -0.32816 -2.40584 1.62825
C 0.94704 -3.68554 0.89215
H 0.99624 -0.00114 5.99915
H -0.30076 0.23096 4.78035
H 1.01034 1.42376 4.93005
H 1.38254 -2.59144 5.12355
H 2.07344 -3.05314 3.55595
H -0.84516 -2.17714 4.04855
H -0.30086 -3.82954 3.70475
H 0.73504 -4.67304 1.30015
H 1.96804 -3.37604 1.10965
H 0.79464 -3.69794 -0.18675
O 4.06604 0.57976 0.15205
N 3.02214 0.30336 0.64325
O 2.21274 1.15556 1.08345
O 2.59854 -0.87104 0.75155
Cl -0.98026 0.72986 2.13855
C 1.46724 -0.12424 -2.31285
As 0.19494 0.19356 -0.86155
C -1.31796 -0.84794 -1.52565
C -0.27686 2.09866 -1.16325
C -1.17776 2.31516 -2.33695
C -0.68516 2.79646 -3.54595
C -1.54956 3.06756 -4.59265
C -2.90996 2.84836 -4.45285
C -3.40686 2.34846 -3.25805
C -2.54736 2.08466 -2.20835
H 0.99484 0.15406 -3.26185
H 1.73634 -1.18254 -2.34555
H 2.37644 0.46786 -2.18335
H -1.65336 -0.46834 -2.49615
H -2.14336 -0.79794 -0.81275
H -1.00316 -1.89044 -1.63165
H 0.67214 2.63696 -1.28925
H -0.75876 2.45546 -0.24745
H 0.37414 2.99246 -3.65385
H -1.15746 3.46836 -5.51505
H -3.58286 3.06496 -5.26875
H -4.46616 2.17936 -3.14175
H -2.92776 1.72406 -1.26095
*
```

<S²> ... 3.801
F_max ... 2.37 eV Å⁻¹
E ... -253954.902 eV
Energy above the lowest of the compared OMol25 structures with the same formula, charge and spin ... 0.0000 eV
HOMO-LUMO gap (alpha / beta) ... 7.88 / 7.90 eV

=====

The following is a quantum chemistry calculation of C13H23BN6RuSi as an isolated structure at a distorted geometry, from OMol25.

```
! RIJCOSX wB97M-V def2-TZVPD def2/J DEFGRID3
* xyz 4 5
C 2.86936 -0.15395 -0.15310
N 1.58165 -0.19242 -0.58424
N 1.62055 -0.34300 -1.97364
C 2.89628 -0.44884 -2.36323
C 3.71691 -0.34631 -1.25499
B 0.36308 -0.22395 -2.84705
N -0.61934 -1.34694 -2.48731
N -1.22164 -1.43985 -1.25338
C -2.16063 -2.41002 -1.33738
C -2.10896 -2.97714 -2.63019
C -1.13445 -2.27349 -3.31635
Ru -0.27762 -0.06905 0.28156
N -0.35184 1.08996 -2.43057
N -0.73658 1.30646 -1.10901
C -1.32477 2.52531 -1.03652
C -1.28535 3.09309 -2.31562
C -0.66920 2.16922 -3.14590
H -1.71444 2.88726 -0.09459
H -0.41993 2.18095 -4.19325
H -1.65294 4.04889 -2.59778
H 0.62132 -0.22226 -4.01425
H -0.75257 -2.36472 -4.31466
H 3.10623 -0.60736 -3.40967
H -2.67658 -3.79267 -3.01238
H 4.78452 -0.40802 -1.23127
H -2.85201 -2.66752 -0.54461
H 3.12559 0.04563 0.88415
H -1.99055 -1.05717 1.74512
C -2.20654 -1.81219 2.52321
H -3.05724 -2.41858 2.19708
H -1.32936 -2.44969 2.64897
H -2.46185 -1.33517 3.47420
C 1.12311 -0.71754 3.44483
Si 0.46654 0.68327 2.33709
C -0.99566 1.36874 3.32093
C 1.75026 2.06211 2.27477
H 0.35672 -1.48232 3.64263
H 1.40712 -0.26044 4.40850
H 2.01259 -1.21335 3.02619
H -0.58046 1.71834 4.28182
H -1.45161 2.22382 2.79734
H -1.75838 0.60265 3.51384
H 1.90235 2.40277 3.31457
H 2.71036 1.72044 1.86225
H 1.37597 2.90504 1.67193
*
```

<S²> ... 6.055
F_max ... 5.66 eV Å⁻¹
E ... -33880.524 eV
HOMO-LUMO gap (alpha / beta) ... 7.27 / 4.66 eV